[1]
The following is a DFT calculation (the ωB97M-V functional and the def2-TZVPD basis) of a molecular structure, C40H37N2OPS3TeV.

XYZ file:
```
86
Properties=species:S:1:pos:R:3:mulliken_charge:R:1
V 0.37 0.52 0.12 0.62
S 0.01 -0.46 -1.93 -0.50
C 0.86 -1.83 -1.19 0.78
C 1.24 -3.03 -1.79 -0.80
C 1.91 -3.95 -1.01 -0.19
C 2.20 -3.67 0.32 -0.89
C 1.79 -2.45 0.84 -0.09
N 1.13 -1.56 0.09 0.08
H 1.01 -3.21 -2.83 0.48
H 2.21 -4.90 -1.44 0.44
H 2.72 -4.38 0.94 0.46
H 2.01 -2.17 1.86 0.37
S 2.54 1.49 0.61 -0.44
P 2.13 1.49 2.57 1.57
S 0.26 0.46 2.76 -0.17
C 3.26 0.53 3.57 0.82
C 4.57 1.00 3.60 -0.63
C 5.53 0.31 4.32 -0.75
C 5.18 -0.85 5.01 -0.51
C 3.87 -1.32 4.98 -0.85
C 2.90 -0.63 4.26 -0.26
C 2.02 3.12 3.28 0.61
C 2.19 4.25 2.48 -0.68
C 2.25 5.50 3.08 -0.78
C 2.12 5.61 4.46 -0.55
C 1.93 4.49 5.25 -0.61
C 1.89 3.23 4.67 -0.48
H 4.85 1.90 3.06 0.42
H 6.55 0.67 4.34 0.44
H 5.93 -1.39 5.57 0.42
H 3.60 -2.21 5.52 0.47
H 1.89 -1.00 4.26 0.37
H 2.30 4.15 1.41 0.44
H 2.40 6.38 2.47 0.45
H 2.18 6.59 4.92 0.45
H 1.83 4.59 6.32 0.52
H 1.78 2.35 5.29 0.36
C -2.56 3.82 8.71 -1.62
C -2.23 3.43 7.30 0.42
C -1.95 4.39 6.33 -0.79
C -1.66 4.04 5.02 0.95
C -1.42 5.14 4.02 -2.20
C -1.66 2.68 4.69 1.18
Te -1.30 2.33 2.66 0.93
N -0.64 1.81 -0.20 -0.12
C -1.51 2.82 -0.64 0.31
O -2.20 3.41 0.19 -0.59
C -1.52 3.12 -2.08 0.31
C -2.63 3.81 -2.59 -0.42
C -2.68 4.12 -3.93 -0.68
C -1.63 3.77 -4.77 -0.38
C -0.52 3.10 -4.27 -0.97
C -0.47 2.77 -2.92 -0.19
C -3.13 1.36 2.26 1.00
C -4.13 2.27 2.56 -1.03
C -5.45 1.96 2.31 -1.02
C -5.76 0.72 1.77 -0.79
C -4.76 -0.18 1.48 -0.78
C -3.41 0.10 1.71 1.32
C -2.39 -0.95 1.37 -1.01
C -1.96 1.68 5.63 0.36
C -1.97 0.21 5.31 -1.60
C -2.23 2.08 6.93 -0.90
H -2.38 4.88 8.88 0.39
H -1.98 3.24 9.42 0.39
H -3.62 3.62 8.92 0.34
H -1.97 5.43 6.61 0.43
H -1.32 6.09 4.53 0.42
H -2.24 5.24 3.31 0.43
H -0.50 4.99 3.45 0.32
H -3.43 4.08 -1.92 0.45
H -3.54 4.65 -4.33 0.42
H -1.68 4.02 -5.82 0.41
H 0.29 2.84 -4.92 0.44
H 0.40 2.26 -2.53 0.45
H -3.90 3.24 2.99 0.42
H -6.23 2.68 2.54 0.50
H -6.79 0.46 1.57 0.43
H -5.01 -1.15 1.07 0.46
H -2.90 -1.88 1.10 0.56
H -1.73 -1.18 2.20 0.18
H -1.81 -0.66 0.49 0.10
H -2.36 0.01 4.31 0.13
H -2.61 -0.32 6.02 0.52
H -0.97 -0.21 5.38 0.25
H -2.46 1.33 7.67 0.53
```

The value obtained for the HOMO-LUMO gap (alpha / beta) is 6.8 / 7.0 eV. Its calculated total energy is -121872.3166 eV. The multiplicity is 2. Its LUMO energy (alpha / beta) is -6.50 / -6.47 eV. As for the net charge: +2.

=====

[2]
The following is a DFT calculation (the ωB97M-V functional and the def2-TZVPD basis) of a molecular structure, C40H37N7O5PtS.

XYZ file:
```
91
Properties=species:S:1:pos:R:3:mulliken_charge:R:1
Pt 0.19 -0.02 0.02 2.20
C -1.85 4.88 5.15 -1.61
C -1.45 3.49 4.75 1.00
C -2.26 2.73 3.91 -0.68
C -1.89 1.44 3.55 -0.32
C -0.70 0.91 4.03 0.01
C 0.12 1.65 4.87 -0.56
C -0.26 2.93 5.22 -0.77
S -0.25 -0.72 3.48 0.92
O 0.59 -1.32 4.49 -0.74
O -1.46 -1.39 3.10 -0.61
N 0.60 -0.45 2.12 -0.54
C 1.95 -0.31 2.04 0.89
C 2.90 -0.22 3.08 -0.98
C 4.21 0.00 2.77 -0.50
C 4.61 0.13 1.43 -0.93
C 3.64 0.03 0.46 -0.11
N 2.36 -0.18 0.75 -0.16
H -2.63 5.26 4.49 0.19
H -0.99 5.55 5.11 0.40
H -2.23 4.89 6.17 0.39
H -3.19 3.14 3.53 0.61
H -2.51 0.82 2.92 0.50
H 1.03 1.20 5.24 0.41
H 0.38 3.52 5.87 0.41
H 2.57 -0.35 4.10 0.47
H 4.95 0.08 3.56 0.42
H 5.65 0.30 1.17 0.39
H 3.90 0.11 -0.59 0.40
C -5.46 5.95 1.89 -1.07
O -4.86 4.73 1.51 -0.28
C -5.51 3.98 0.57 0.95
C -6.73 4.30 0.00 -0.63
C -7.28 3.47 -0.97 -0.73
C -6.61 2.34 -1.38 -1.19
C -5.38 2.01 -0.81 -0.43
C -4.83 2.82 0.17 0.14
N -3.59 2.59 0.79 0.41
C -2.68 1.58 0.49 -1.17
N -3.21 0.35 0.57 1.01
C -2.72 -0.95 0.32 0.54
C -1.42 -1.28 -0.04 -1.03
C -1.11 -2.63 -0.24 -0.80
C -2.07 -3.62 -0.06 -1.32
C -3.36 -3.28 0.30 -0.45
C -3.69 -1.95 0.48 1.04
O -4.94 -1.50 0.82 -0.40
C -5.89 -2.47 1.23 -1.06
N -1.44 1.86 0.24 0.72
C -1.18 3.20 -0.15 -0.65
C -1.79 3.68 -1.32 0.05
C -1.58 4.97 -1.78 -1.31
C -0.76 5.83 -1.07 -0.80
C -0.18 5.39 0.11 -0.11
C -0.40 4.10 0.58 -0.62
O 0.12 3.78 1.81 -0.11
C 1.40 3.15 1.74 -0.64
H -4.80 6.39 2.64 0.22
H -6.45 5.79 2.34 0.39
H -5.55 6.64 1.05 0.41
H -7.27 5.19 0.31 0.42
H -8.24 3.72 -1.40 0.39
H -7.03 1.69 -2.14 0.42
H -4.85 1.13 -1.15 0.35
H -3.17 3.43 1.15 0.62
H -4.16 0.33 0.91 0.47
H -0.11 -2.92 -0.52 0.38
H -1.81 -4.66 -0.19 0.39
H -4.10 -4.06 0.46 0.40
H -6.76 -1.91 1.56 0.27
H -5.51 -3.06 2.07 0.43
H -6.17 -3.13 0.41 0.36
H -2.46 3.02 -1.86 0.72
H -2.07 5.30 -2.69 0.51
H -0.57 6.83 -1.42 0.41
H 0.45 6.04 0.70 0.50
H 1.67 2.87 2.75 0.17
H 2.15 3.84 1.33 0.46
H 1.35 2.26 1.11 0.06
N -2.11 2.26 -5.37 -0.52
C -1.37 1.56 -4.83 0.00
C -0.48 0.69 -4.13 0.21
C 0.04 -0.47 -4.71 -0.48
C 0.88 -1.25 -3.94 -0.92
C 1.14 -0.89 -2.63 -0.17
N 0.61 0.21 -2.05 -0.21
C -0.15 0.99 -2.81 0.07
H -0.20 -0.72 -5.74 0.52
H 1.34 -2.13 -4.36 0.43
H 1.78 -1.49 -2.00 0.56
H -0.52 1.90 -2.36 0.57
```

The value obtained for the HOMO-LUMO gap (alpha / beta) is 6.0 / 6.0 eV. Its calculated total energy is -76828.6197 eV. Its LUMO energy (alpha / beta) is -0.76 / -0.76 eV.